Entry 1:
Below is a molecular structure, C6H12N2O4, with properties calculated with wB97M-V/def2-TZVPD.

Last column: Mulliken charge in e.
Positions of all 24 atoms, in Å:
C  -0.669  2.226  0.520  -0.694
C  -0.329  1.326  -0.570  0.859
C  0.767  0.350  -0.384  0.075
C  0.691  -0.633  0.695  -0.157
C  -0.579  -1.512  0.592  -0.063
C  -0.005  -2.419  -0.468  -0.362
H  0.676  2.396  1.638  0.396
H  -1.024  1.386  1.367  0.221
H  -1.486  3.033  0.260  0.307
H  -1.677  2.174  -1.913  0.307
H  1.795  1.001  -0.556  0.236
H  0.411  0.261  -2.392  0.381
H  1.704  -1.194  0.608  0.483
H  1.376  0.080  2.760  0.379
H  -0.777  -1.990  1.473  0.627
H  -1.710  -1.051  -0.905  0.374
H  -0.422  -2.408  -1.490  0.349
H  1.234  -3.749  -1.158  0.278
N  -0.834  1.438  -1.708  -0.826
N  0.927  -3.276  -0.140  -0.674
O  0.382  3.117  1.147  -0.530
O  0.743  -0.392  -1.665  -0.612
O  0.594  0.311  1.779  -0.701
O  -1.719  -0.924  0.106  -0.653

Results
Electronic energy ... -17580.35672 eV
Highest occupied orbital energy ... -9.708 eV
Orbital gap ... 9.6 eV
ΔE to the lowest compared entry with this formula, charge and spin ... 169.6 kcal per mole

Entry 2:
Below is a molecular structure, C34H26ClCoNO8S2, with properties calculated with wB97M-V/def2-TZVPD.

Last column: Mulliken charge in e.
Positions of all 73 atoms, in Å:
Co  2.186  2.101  2.326  0.166
O  3.524  5.012  0.105  -0.618
Cl  3.090  3.967  0.950  1.696
O  4.184  3.197  1.546  -0.639
O  2.258  2.955  0.233  -0.486
O  2.215  4.417  2.040  -0.587
C  -6.349  0.888  1.873  -1.452
C  -4.927  1.332  1.693  0.967
C  -4.602  2.350  0.802  -0.980
C  -3.286  2.745  0.618  -0.519
C  -2.289  2.091  1.322  0.788
C  -2.584  1.091  2.239  -0.281
C  -3.905  0.723  2.417  -0.728
S  -0.598  2.542  1.069  0.004
O  0.123  1.803  2.182  -0.038
C  -0.260  1.687  -0.466  1.988
C  -0.224  2.546  -1.593  -1.324
C  0.062  2.038  -2.820  -1.128
C  0.345  0.656  -2.982  1.015
C  0.682  0.119  -4.250  -1.007
C  0.957  -1.208  -4.390  -0.750
C  0.904  -2.065  -3.266  -0.783
C  0.583  -1.574  -2.037  -1.129
C  0.301  -0.194  -1.861  1.196
C  -0.005  0.348  -0.570  -0.966
C  -0.208  -0.625  0.545  -0.469
C  -1.462  -1.311  0.559  1.161
C  -2.501  -0.997  -0.363  -1.173
C  -3.692  -1.653  -0.320  -0.758
C  -3.921  -2.665  0.645  -0.789
C  -2.948  -2.984  1.540  -1.002
C  -1.695  -2.314  1.520  1.206
C  -0.678  -2.624  2.453  -1.259
C  0.515  -1.967  2.433  -0.917
C  0.743  -0.973  1.458  1.050
S  2.378  -0.201  1.606  1.660
O  3.058  -0.951  2.683  -0.714
C  3.159  -0.686  0.085  -0.066
C  3.283  0.174  -0.992  0.128
C  3.904  -0.286  -2.145  -0.926
C  4.404  -1.578  -2.225  1.087
C  5.094  -2.057  -3.469  -1.725
C  4.285  -2.413  -1.115  -0.841
C  3.674  -1.978  0.044  -0.690
H  -7.046  1.594  1.427  0.384
H  -6.597  0.783  2.928  0.365
H  -6.508  -0.084  1.403  0.257
H  -5.389  2.852  0.256  0.354
H  -3.046  3.549  -0.065  0.448
H  -1.790  0.630  2.807  0.476
H  -4.145  -0.059  3.126  0.405
H  -0.392  3.604  -1.459  0.593
H  0.100  2.687  -3.685  0.408
H  0.715  0.784  -5.102  0.456
H  1.214  -1.610  -5.361  0.424
H  1.130  -3.116  -3.382  0.456
H  0.565  -2.235  -1.181  0.440
H  -2.350  -0.214  -1.094  0.362
H  -4.473  -1.394  -1.022  0.464
H  -4.870  -3.183  0.665  0.430
H  -3.110  -3.755  2.280  0.458
H  -0.860  -3.390  3.195  0.397
H  1.292  -2.173  3.153  0.682
H  2.918  1.184  -0.938  0.495
H  3.994  0.376  -2.995  0.331
H  4.919  -1.377  -4.301  0.362
H  4.745  -3.049  -3.755  0.388
H  6.171  -2.123  -3.314  0.373
H  4.685  -3.417  -1.160  0.401
H  3.596  -2.613  0.913  0.549
O  0.911  0.734  5.291  -0.284
N  1.462  1.798  5.125  0.104
O  2.384  1.739  4.120  -0.346

Results
Electronic energy ... -125359.06602 eV
Highest occupied orbital energy (alpha / beta) ... -8.725 / -8.750 eV
Spin multiplicity ... 2
Orbital gap (alpha / beta) ... 7.7 / 8.3 eV
ΔE to the lowest compared entry with this formula, charge and spin ... 33.9 kcal per mole

Entry 3:
Below is C6H11NO in the gas phase, with properties calculated with wB97M-V/def2-TZVPD.

Last column: Mulliken charge in e.
Positions of all 19 atoms, in Å:
C  -1.564  1.545  0.756  -0.443
C  -0.768  1.363  -0.230  -0.707
C  0.944  0.623  -0.020  0.149
N  1.473  0.660  -1.352  -0.679
C  1.220  -0.712  0.651  -0.719
C  -0.239  -1.020  0.746  0.814
C  -0.898  -1.680  -0.434  -1.235
O  -0.864  -0.754  1.807  -0.687
H  -2.529  2.010  0.814  0.328
H  -1.340  0.683  1.637  0.265
H  -0.824  1.478  -1.296  0.349
H  1.297  1.423  0.638  0.390
H  2.452  0.403  -1.395  0.196
H  1.378  1.573  -1.782  0.232
H  1.752  -1.405  0.001  0.418
H  1.675  -0.622  1.635  0.271
H  -0.735  -2.759  -0.364  0.381
H  -1.966  -1.473  -0.442  0.321
H  -0.463  -1.336  -1.370  0.355

Results
Electronic energy ... -9934.49562 eV
Highest occupied orbital energy ... -9.169 eV
Orbital gap ... 10.1 eV
Structure (SMILES) ... C=C[C@H](N)CC(C)=O
ΔE to the lowest compared entry with this formula, charge and spin ... 91.3 kcal per mole

Entry 4:
Below is 3 unconnected molecules or ions with the total composition C9H18Cl2O6, with properties calculated with wB97M-V/def2-TZVPD.

Last column: Mulliken charge in e.
Positions of all 35 atoms, in Å:
C  -23.185  10.165  15.213  -1.208
C  -23.752  11.383  15.951  -0.200
O  -25.136  11.182  16.084  -0.296
C  -25.823  11.920  16.883  0.816
O  -25.352  12.853  17.554  -0.617
O  -27.055  11.514  16.931  -0.334
C  -27.626  10.445  16.117  -0.566
H  -22.105  10.243  15.094  0.393
H  -23.643  9.960  14.245  0.322
H  -23.333  9.266  15.811  0.306
H  -23.535  12.253  15.331  0.267
H  -23.220  11.429  16.901  0.320
H  -28.697  10.319  16.271  0.255
H  -27.041  9.538  16.265  0.273
H  -27.489  10.657  15.057  0.269
C  -16.048  13.656  18.017  -1.094
C  -16.954  12.380  18.208  -0.276
O  -16.825  11.938  19.605  -0.258
C  -17.556  10.891  20.027  0.722
O  -18.542  10.411  19.441  -0.580
O  -17.058  10.517  21.229  -0.286
C  -17.496  9.291  21.740  -0.649
H  -15.139  13.489  18.595  0.304
H  -16.474  14.523  18.520  0.301
H  -15.947  13.791  16.940  0.356
H  -16.541  11.639  17.523  0.287
H  -17.992  12.492  17.896  0.341
H  -18.562  9.352  21.957  0.294
H  -17.029  9.041  22.693  0.248
H  -17.325  8.418  21.109  0.290
Cl  -22.953  5.679  21.582  -0.158
C  -23.248  6.034  19.857  -0.200
Cl  -24.933  5.758  19.525  -0.140
H  -22.985  7.085  19.734  0.213
H  -22.589  5.532  19.149  0.285

Results
Electronic energy ... -46953.87816 eV
Highest occupied orbital energy ... -10.460 eV
Orbital gap ... 10.8 eV
Structure (SMILES) ... CCOC(=O)OC.CCOC(=O)OC.ClCCl
ΔE to the lowest compared entry with this formula, charge and spin ... 0.0 kcal per mole

Q: Which value of ΔE to the lowest compared entry with this formula, charge and spin does entry 3 give?
A: 91.3 kcal per mole